No. 1
The following is a DFT calculation (the ωB97M-V functional and the def2-TZVPD basis) of a cluster of 2 separate species, C3H4O in total.

Structure (XYZ):
```
8
Properties=species:S:1:pos:R:3:forces:R:3:mulliken_charge:R:1
C 1.273945 -1.467826 0.047946 -3.5 3.5 0.3 0.099
C 0.432224 -0.596824 0.168224 0.2 -1.0 -0.8 -0.262
C -0.382033 0.600224 0.214995 3.8 1.4 -2.7 -0.738
O -1.703802 0.724021 0.223087 -2.1 -1.5 -1.9 -0.459
H 1.867336 -2.247963 0.201575 2.3 -2.7 0.2 0.510
H 0.531438 1.498717 -1.115422 -1.9 -1.6 1.8 0.120
H 0.201486 1.316065 0.764799 -0.9 0.4 0.9 0.366
H -2.220594 0.173586 -0.505204 2.1 1.5 2.2 0.364
```
Positions in Å, forces in eV/Å.

Results
Net charge   0
HOMO-LUMO gap (alpha / beta)   8.71 / 8.71 eV
Energy   -5217.564 eV
Energy relative to the best compared isomer or geometry (same formula, charge and spin)   441.2 kJ/mol
Molar mass   56.064 g mol⁻¹


No. 2
The following is a DFT calculation (the ωB97M-V functional and the def2-TZVPD basis) of a cluster of 10 separate species, C18H30F4N6O24 in total.

Structure (XYZ):
```
82
Properties=species:S:1:pos:R:3:forces:R:3:mulliken_charge:R:1
C 3.843989 -5.805492 0.431085 -0.4 0.4 -0.4 -0.493
C 3.818440 -4.301007 0.700957 0.5 -1.6 -1.0 0.333
O 3.966973 -4.264834 2.083637 -0.4 1.4 0.3 -0.300
C 3.402533 -5.366656 2.606659 0.7 -2.8 0.2 0.632
O 3.240874 -5.650502 3.749042 -0.3 1.1 -0.2 -0.507
O 3.244300 -6.313413 1.622599 0.1 0.5 -0.2 -0.338
F 2.587601 -3.826451 0.321556 0.4 0.4 0.3 -0.279
H 4.854039 -6.189741 0.271300 0.0 0.0 0.4 0.319
H 3.262228 -6.033037 -0.460657 -0.2 -0.1 0.2 0.315
H 4.637778 -3.805107 0.180064 -0.3 0.6 0.3 0.340
C 0.302479 4.585149 1.784039 -0.4 0.5 0.5 -0.848
C 1.487552 4.968324 2.692046 -1.1 -1.7 -0.7 0.364
O 2.577803 4.451371 1.958919 0.3 1.8 1.2 -0.356
C 2.159746 3.559615 1.064924 0.0 -0.5 -1.4 0.610
O 2.870146 2.972610 0.318217 -0.1 -0.2 0.3 -0.497
O 0.808330 3.477352 1.059716 -0.1 0.3 -0.2 -0.003
F 1.391973 4.172574 3.815755 0.4 0.7 0.5 -0.304
H -0.028763 5.399055 1.132897 0.4 -0.1 -0.2 0.305
H -0.581848 4.284155 2.341916 0.1 -0.1 0.2 0.376
H 1.504729 6.006576 3.002676 0.7 0.0 -0.2 0.377
C -5.559170 2.640605 1.341580 -0.5 -0.3 -0.6 -0.578
C -5.581359 1.565312 0.256046 -0.5 0.8 0.6 0.272
O -4.272922 1.075551 0.320726 -0.6 -0.8 -0.3 -0.083
C -3.471231 2.038428 0.808003 0.2 0.5 0.0 0.200
O -2.283655 2.048920 0.769932 0.2 -0.3 -0.1 0.087
O -4.195861 3.038208 1.328429 -0.2 0.5 0.3 -0.368
F -5.774675 2.109008 -0.998272 0.1 0.3 0.2 -0.284
H -5.819742 2.223122 2.313582 0.1 -0.1 0.0 0.319
H -6.254147 3.441324 1.099627 0.4 0.3 0.0 0.338
H -6.432777 0.897683 0.380999 0.8 -0.8 0.1 0.324
C 3.126727 -2.739585 -4.892792 0.2 1.1 -0.3 -0.474
C 3.643399 -1.868445 -3.763509 0.4 -0.6 0.0 0.382
O 5.038350 -1.938964 -3.976068 0.0 0.4 0.2 -0.353
C 5.338390 -3.097254 -4.629457 -0.2 -0.2 1.0 0.604
O 6.426016 -3.556636 -4.710382 0.0 0.1 -0.4 -0.503
O 4.192399 -3.669160 -5.031842 -0.2 -0.7 -0.6 -0.336
F 3.359987 -2.499294 -2.569208 0.1 0.4 -0.1 -0.268
H 3.088736 -2.129373 -5.801346 -0.2 -0.1 0.0 0.324
H 2.165673 -3.206713 -4.717397 0.1 -0.3 0.2 0.313
H 3.372947 -0.815675 -3.743676 -0.3 -0.2 0.2 0.299
C -2.366359 -2.843260 0.063538 0.1 -0.5 -0.3 -0.308
N -3.792847 -2.497949 0.271655 0.2 0.5 -0.1 1.004
O -4.076641 -1.858496 1.259617 -0.2 0.0 0.3 -0.550
O -4.562612 -2.774480 -0.625545 -0.1 -0.2 0.1 -0.590
H -2.341371 -3.796817 -0.456133 0.0 0.1 -0.1 0.293
H -1.818726 -2.884892 0.995393 -0.2 0.2 0.1 0.053
H -1.977932 -2.059259 -0.580466 0.1 0.0 0.0 0.112
C 1.284098 -2.496303 3.246777 -0.9 0.0 0.4 -0.420
N -0.207584 -2.378041 3.390509 -0.2 -0.3 -0.2 0.898
O -0.756967 -3.153672 4.129216 -0.1 -0.3 0.6 -0.576
O -0.817624 -1.595262 2.685645 0.4 0.7 -0.2 -0.483
H 1.723768 -1.544613 3.532414 0.0 0.0 -0.2 0.146
H 1.391790 -2.750466 2.196002 0.5 0.0 0.1 0.078
H 1.527875 -3.278405 3.957358 0.4 -0.1 -0.3 0.325
C 0.068549 0.368385 -0.167048 0.6 -0.2 -1.3 0.431
N 0.744732 -0.752424 -0.913090 -0.6 0.7 0.3 1.141
O 1.369760 -0.485016 -1.911048 0.2 0.0 -0.3 -0.611
O 0.540866 -1.858011 -0.477005 0.2 -0.8 0.0 -0.559
H 0.585266 1.266740 -0.491316 0.1 0.1 0.6 -0.086
H 0.125027 0.089493 0.875313 -0.3 0.2 0.1 -0.389
H -0.927560 0.408736 -0.602448 -0.2 -0.1 0.4 -0.035
C -0.290932 3.553952 -2.157473 0.3 -0.6 -0.4 -0.584
N -0.041867 3.986157 -3.573796 -0.4 0.7 1.4 1.090
O 1.088178 3.908034 -3.971894 0.6 -0.2 -0.5 -0.598
O -0.983592 4.465934 -4.157874 -0.3 0.1 -0.6 -0.567
H -1.349626 3.654218 -1.961093 0.0 -0.1 0.1 0.067
H 0.315867 4.141065 -1.476395 0.1 0.2 -0.2 0.422
H 0.058263 2.524089 -2.146793 -0.2 0.0 0.3 0.103
C -4.118236 2.267112 -3.407092 0.2 -1.1 0.6 -0.831
N -2.897114 1.428918 -3.077357 -1.0 -0.4 -1.3 0.979
O -3.087852 0.525391 -2.290827 0.5 0.1 0.5 -0.479
O -1.885975 1.607370 -3.718301 0.2 0.2 0.3 -0.541
H -3.995299 3.199923 -2.868524 -0.1 0.3 -0.5 0.263
H -4.910373 1.669015 -2.979665 -0.2 0.3 0.1 0.336
H -4.271300 2.274976 -4.479681 0.5 0.6 -0.1 0.298
C -0.067115 1.658629 3.361392 0.9 0.5 0.0 -0.486
N 0.403139 1.034258 4.625791 -0.4 -0.2 -0.5 1.113
O -0.335540 1.066438 5.576861 -0.1 0.1 0.4 -0.623
O 1.506104 0.525663 4.601494 0.3 0.0 0.2 -0.615
H 0.515005 1.207200 2.567661 -0.4 -0.3 -0.1 -0.033
H 0.318855 2.679382 3.406114 -0.6 -0.4 0.3 0.335
H -1.144084 1.618684 3.285793 0.0 -0.2 -0.1 0.215
```
Positions in Å, forces in eV/Å.

Results
Net charge   0
Structure (SMILES)   O=C1OC[C@@H](F)O1.O=C1OC[C@@H](F)O1.O=C1OC[C@@H](F)O1.O=C1OC[C@@H](F)O1.C[N+](=O)[O-].C[N+](=O)[O-].C[N+](=O)[O-].C[N+](=O)[O-].C[N+](=O)[O-].C[N+](=O)[O-]
HOMO-LUMO gap   10.78 eV
Energy   -88086.428 eV
Energy relative to the best compared isomer or geometry (same formula, charge and spin)   114.3 kJ/mol
Molar mass   790.448 g mol⁻¹


No. 3
The following is a DFT calculation (the ωB97M-V functional and the def2-TZVPD basis) of a structure of composition C14H14AuBIN3.

Structure (XYZ):
```
34
Properties=species:S:1:pos:R:3:forces:R:3:mulliken_charge:R:1
Au -0.942599 -1.658265 0.356150 -0.1 -0.8 -0.2 0.605
C 5.001991 -1.135454 0.020431 0.0 0.0 0.0 -0.416
C 4.016797 -2.105252 0.173278 0.0 0.0 0.0 -0.695
C 2.689447 -1.732734 0.264255 0.1 0.0 0.0 -0.071
C 2.355507 -0.378182 0.196359 -0.3 -0.1 0.0 0.325
C 3.339540 0.607608 0.047207 0.0 0.0 0.0 -0.236
C 4.659795 0.214436 -0.039303 0.0 -0.1 0.0 -0.639
N 0.999617 -0.067105 0.282313 0.2 0.6 0.1 -0.172
N 0.636917 1.141953 0.196109 -0.1 0.0 -0.1 0.084
C -1.754813 1.337796 0.303309 0.2 -0.1 0.1 0.570
C -2.835877 2.090822 0.015744 -0.4 0.0 0.0 -0.067
C -4.241507 1.740847 0.191172 0.3 0.2 0.0 -0.773
C -4.796167 0.516776 0.123622 -0.1 -0.1 0.0 -0.161
C -4.024215 -0.699068 -0.126233 0.0 -0.2 0.0 -0.600
C -2.813720 -0.668367 0.396778 0.2 0.7 0.2 0.522
H 6.040673 -1.430556 -0.049631 0.0 0.0 0.0 0.383
H 4.283488 -3.152510 0.224065 0.0 0.0 0.0 0.377
H 1.907311 -2.471071 0.386669 0.0 0.0 0.0 0.284
H 3.055687 1.651263 0.002276 0.0 0.0 0.0 0.486
H 5.431627 0.963631 -0.154498 0.0 0.0 0.0 0.378
H -2.613143 3.089291 -0.341604 -0.1 0.0 0.0 0.438
H -4.912197 2.584694 0.300488 0.0 0.0 0.0 0.345
H -5.875032 0.437400 0.204530 0.0 0.0 0.0 0.416
H -4.394902 -1.541963 -0.688724 0.0 0.0 0.0 0.381
B -0.119604 3.441395 -0.309932 0.1 -0.1 -0.1 0.051
C -0.418689 1.888905 0.085331 0.0 -0.1 0.1 -0.448
N -1.944152 0.095395 0.998920 -0.1 0.1 0.0 -0.510
H -0.536223 3.488136 -1.469260 0.0 0.0 0.2 -0.025
H -0.766132 4.147762 0.439957 0.1 0.0 -0.1 -0.096
H 1.081576 3.637151 -0.276990 -0.2 0.0 0.0 -0.164
I -2.216006 -4.697376 -0.774935 -0.1 0.0 0.0 -0.044
C -0.460150 -3.568945 -0.275930 0.1 0.1 0.0 -1.361
H 0.132827 -3.596311 -1.187106 0.0 0.0 0.0 0.446
H 0.032339 -4.172089 0.485177 0.0 0.0 0.0 0.389
```
Positions in Å, forces in eV/Å.

Results
Net charge   0
<S²>   2.0431
HOMO-LUMO gap (alpha / beta)   7.49 / 5.59 eV
Energy   -31676.978 eV
Spin multiplicity   3
Molar mass   558.970 g mol⁻¹


No. 4
The following is a DFT calculation (the ωB97M-V functional and the def2-TZVPD basis) of a structure of composition C19H52N3O12Y.

Structure (XYZ):
```
87
Properties=species:S:1:pos:R:3:forces:R:3:mulliken_charge:R:1
Y 2.277719 0.279575 1.938313 -2.1 -0.5 -2.8 1.587
O -1.296951 1.806475 0.574573 -0.9 -0.1 -1.6 -0.110
C -0.142951 1.342435 0.919573 0.9 -1.1 -1.2 0.697
O 0.258689 1.526195 2.037423 1.8 1.5 6.6 -0.883
O 0.648579 0.660945 0.234603 0.5 -1.2 -2.9 -0.451
H -1.662661 2.245405 1.346063 -0.4 0.4 0.5 0.256
C 3.935369 -2.613495 -0.319187 0.8 -0.1 0.1 -1.083
C 4.503129 -1.171105 -0.419737 1.1 -1.3 0.7 0.092
C 5.289679 -0.806265 -1.674847 -0.9 -1.5 0.2 -0.947
O 5.460719 0.586525 -1.684177 1.3 -1.2 -0.3 -0.412
C 6.318939 0.908365 -2.814517 -0.5 0.5 0.0 -0.815
N 3.446489 -0.206355 -0.245287 -1.7 0.8 1.0 0.015
H 3.613309 -2.881995 0.686943 -0.3 0.5 0.2 0.196
H 4.636949 -3.435535 -0.461107 0.5 0.4 -0.5 0.496
H 3.124319 -2.812285 -1.019737 -0.1 0.3 0.0 0.155
H 5.202119 -0.912035 0.375493 0.3 -0.7 0.4 0.412
H 4.762549 -1.198745 -2.544437 -0.5 0.4 -0.5 0.357
H 6.165029 -1.455765 -1.676077 0.7 0.6 0.2 0.558
H 7.165469 0.242605 -2.982627 0.0 -0.3 0.6 0.362
H 6.711989 1.905405 -2.615737 -0.3 0.0 -0.4 0.256
H 5.678619 0.795555 -3.689367 0.2 0.6 -0.3 0.341
H 2.689149 -0.482495 -0.853787 -0.9 -0.2 -0.2 0.064
H 3.818019 0.566645 -0.778697 0.0 1.5 0.0 0.353
C -1.019401 -2.271935 1.191083 -0.1 -1.3 1.3 -1.658
C 0.076349 -2.106375 2.230353 -0.3 1.7 0.9 1.017
C 0.078069 -3.065325 3.457103 1.1 0.6 0.8 -1.055
O 1.255969 -2.671385 4.213123 0.5 -0.3 -0.5 -0.385
C 1.422319 -3.310215 5.503983 -0.4 -0.5 0.4 -0.821
N 1.404919 -1.935745 1.603983 0.2 -1.2 0.2 -0.431
H -0.949151 -3.259685 0.735553 -0.1 -0.1 -0.1 0.575
H -1.160581 -1.557135 0.380383 0.3 0.4 0.5 0.109
H -1.821921 -2.309705 1.927723 -1.0 0.1 -0.9 0.522
H -0.083901 -1.119995 2.665633 -0.6 0.3 0.6 -0.266
H 0.143509 -4.136965 3.268923 -0.1 0.0 -0.5 0.495
H -0.758241 -2.874705 4.129663 -0.5 0.0 -0.5 0.534
H 2.454789 -3.437715 5.829313 0.2 1.1 -0.4 0.313
H 1.155709 -4.365005 5.570683 -0.8 -0.1 -0.8 0.330
H 0.812689 -2.786065 6.240003 0.2 0.1 0.1 0.315
H 1.217379 -2.560075 0.832523 1.0 0.6 -1.5 0.316
H 2.020699 -2.532955 2.137133 0.6 -0.3 0.7 0.473
C -4.032981 3.512045 -1.311947 -1.5 -1.6 -0.4 -1.307
C -4.033691 1.941115 -1.289347 -0.5 1.1 -1.2 0.807
C -5.376201 1.297935 -1.858507 0.5 -2.6 0.3 -0.684
O -5.365551 -0.160095 -1.701507 1.0 1.1 0.9 -0.235
C -5.248351 -0.623755 -0.334427 -1.1 0.8 -0.3 -0.471
N -2.919441 1.472915 -2.056717 -0.9 0.1 1.7 -0.308
H -4.062501 3.743335 -2.376717 0.4 0.5 0.2 0.381
H -3.282731 4.050535 -0.732937 0.2 -0.3 -0.2 0.389
H -5.020751 3.761075 -0.924127 0.1 0.5 0.2 0.403
H -3.962951 1.588055 -0.260537 -0.4 -0.4 0.5 -0.022
H -5.358691 1.299445 -2.948367 -0.6 1.1 0.1 0.374
H -6.218491 1.636155 -1.254987 -0.1 0.5 -0.5 0.459
H -5.808011 0.049455 0.314933 0.2 0.1 0.1 0.348
H -4.189791 -0.580435 -0.078157 0.1 -0.2 0.2 0.086
H -5.695421 -1.610585 -0.214497 0.4 -0.1 -0.5 0.378
H -2.954941 0.478925 -2.232317 0.1 -0.5 -0.2 0.191
H -2.277361 1.725175 -1.319017 2.0 0.0 -0.9 0.232
C 1.740619 3.168815 -2.401647 -1.3 0.3 0.8 -0.277
C 2.965129 3.990195 -2.699307 -0.2 -0.4 1.2 -0.666
O 3.398349 3.712055 -4.001917 0.0 0.4 0.0 -0.518
O 2.076739 1.887125 -1.856977 0.4 -0.3 -0.2 -0.116
H 1.082149 3.093465 -3.267007 0.4 -0.4 -0.5 0.343
H 1.068329 3.682635 -1.714547 0.2 0.2 0.6 0.336
H 3.764109 3.665575 -2.032717 0.0 0.0 0.5 0.245
H 2.747889 5.008185 -2.375857 0.2 0.4 -1.2 0.373
H 3.483519 2.763615 -3.880277 0.5 -0.3 -1.1 0.326
H 1.434429 1.625495 -1.193207 -0.2 0.0 -0.3 0.063
C -1.259941 -1.672665 -3.161377 2.5 -1.9 -0.5 -0.177
C 0.065809 -0.897355 -2.971547 -0.5 0.8 -0.4 -0.292
O 1.033739 -1.593735 -2.254097 1.1 -1.4 1.3 -0.436
O -1.054431 -2.935885 -3.904667 -1.0 1.7 -0.1 -0.567
H -1.971951 -1.009245 -3.652317 -0.2 -0.5 -0.2 0.354
H -1.584941 -2.074545 -2.201717 -0.4 0.8 0.4 0.099
H -0.106511 0.017735 -2.404957 -0.4 0.3 0.0 -0.158
H 0.636379 -0.603845 -3.852687 -1.2 0.3 -0.8 0.588
H 1.744939 -1.781425 -2.871007 0.1 -0.3 0.1 0.322
H -0.164421 -3.281705 -3.805167 0.2 0.3 0.3 0.297
C -2.665031 0.697895 4.173493 -0.5 2.9 -1.6 0.283
C -3.867691 1.698935 3.708573 -0.7 -1.9 0.5 -0.708
O -4.784731 1.120585 2.727313 1.4 0.4 0.0 -0.454
O -2.223121 1.177255 5.408193 0.0 -1.0 0.4 -0.533
H -1.860111 0.964365 3.488513 0.3 -0.1 -0.3 -0.461
H -2.755741 -0.381595 4.052823 -0.9 -0.1 0.4 0.395
H -3.451041 2.666385 3.428303 0.1 -0.2 -0.7 0.398
H -4.568331 1.960875 4.501403 0.7 -0.1 0.8 0.382
H -5.305461 0.553855 3.301123 -0.4 -0.2 -0.4 0.316
H -2.664321 0.606585 6.041653 0.1 0.3 0.7 0.348
```
Positions in Å, forces in eV/Å.

Results
Net charge   +3
<S²>   0.7570
HOMO-LUMO gap (alpha / beta)   6.23 / 3.97 eV
Energy   -50598.068 eV
Spin multiplicity   2
Molar mass   603.540 g mol⁻¹


energy of number 1 (C3H4O)? -5217.564 eV